ORCA calculation (ωB97M-V with the def2-TZVPD basis set) on an isolated ion of composition C4H10NO7 and charge +1.

Its HOMO-LUMO gap is 10.992 eV. Its charge is +1. For the LUMO energy, the calculation gives -0.1302 Ha. Its energy above the lowest of the compared OMol25 structures with the same formula, charge and spin is 0.0 kcal per mole.

Cartesian coordinates (Å):
C: 0.27 0.88 0.59
C: 0.54 -0.61 0.91
C: -1.02 0.99 -0.27
C: 0.85 -1.35 -0.41
N: -0.96 -0.07 -1.29
O: 1.39 1.39 -0.09
O: -0.58 -1.11 1.54
O: 1.72 -0.82 1.62
O: -2.17 0.87 0.47
O: -0.99 2.24 -0.86
O: 0.40 -2.54 -0.54
O: 1.73 -0.89 -1.22
H: 0.10 1.42 1.53
H: -1.86 -0.52 -1.40
H: -0.67 0.31 -2.19
H: 1.17 2.28 -0.41
H: -0.43 -2.02 1.84
H: 1.80 -0.22 2.37
H: -2.11 0.14 1.10
H: -1.89 2.58 -0.96
H: 0.73 -3.01 -1.33
H: 1.97 0.06 -0.99

Löwdin atomic charge list, values in e, 6 entries: number 1, C, carries -0.171; number 2, C, carries -0.476; number 3, C, carries -0.614; number 4, C, carries -0.311; number 5, N, carries 0.170; number 6, O, carries 0.029

***

ORCA calculation (ωB97M-V with the def2-TZVPD basis set) on a 2-piece molecular cluster, C8H16INS overall in a non-equilibrium geometry.

Its expectation value of S² is 2.011. Its HOMO-LUMO gap (alpha / beta) is 6.583 / 7.715 eV. For the LUMO energy (alpha / beta), the calculation gives -0.0094 / -0.0569 Ha. Its spin multiplicity is 3.

Cartesian coordinates (Å):
C: -0.06 -0.50 -1.68
C: -0.24 1.56 -0.36
C: -0.24 -1.39 -0.40
C: -0.46 0.90 0.94
C: -0.93 0.85 -1.48
C: 0.06 -0.54 0.91
C: -0.93 1.74 -2.76
C: -0.20 -1.26 2.14
N: 2.01 -1.84 2.91
S: 2.87 -1.10 1.67
I: 2.21 -0.59 4.54
H: 0.93 -0.28 -1.90
H: -0.42 -1.06 -2.49
H: -0.60 2.55 -0.30
H: 0.85 1.47 -0.67
H: -1.25 -1.85 -0.38
H: 0.41 -2.22 -0.36
H: 0.13 1.40 1.80
H: -1.55 0.93 1.13
H: -1.94 0.56 -1.14
H: 1.15 -0.32 0.81
H: -1.35 1.24 -3.66
H: 0.02 2.10 -2.98
H: -1.60 2.49 -2.39
H: -0.30 -0.68 3.10
H: -0.95 -2.16 2.27
H: 2.39 -2.00 0.72

Löwdin atomic charge list, values in e, 6 entries: number 1, C, carries -0.124; number 2, C, carries -0.231; number 3, C, carries -0.135; number 4, C, carries -0.184; number 5, C, carries -0.342; number 6, C, carries -0.485

***

ORCA calculation (ωB97M-V with the def2-TZVPD basis set) on C19H16Cl2O4PPdS as an isolated structure.

Its HOMO-LUMO gap is 7.805 eV. Its charge is -1. For the LUMO energy, the calculation gives 0.0926 Ha. Its energy above the lowest of the compared OMol25 structures with the same formula, charge and spin is 33.5 kcal per mole.

Cartesian coordinates (Å):
Pd: -1.68 -0.08 1.83
Cl: -3.32 -1.11 0.40
C: -4.50 -1.51 1.70
Cl: -5.48 -0.12 2.12
H: -3.91 -1.81 2.56
H: -5.14 -2.29 1.30
C: -0.94 -3.50 -0.95
C: -0.11 -3.53 0.16
C: 0.54 -2.37 0.57
C: 0.39 -1.18 -0.13
C: -0.46 -1.16 -1.23
C: -1.12 -2.31 -1.65
P: 1.27 0.30 0.52
C: 2.56 0.56 -0.77
C: 3.62 1.39 -0.42
C: 4.64 1.68 -1.31
C: 4.63 1.12 -2.58
C: 3.59 0.28 -2.95
C: 2.56 0.00 -2.05
C: 0.04 1.59 0.07
C: 0.32 2.69 -0.73
C: -0.67 3.64 -0.99
C: -1.93 3.48 -0.44
C: -2.21 2.38 0.36
C: -1.22 1.43 0.64
H: -1.46 -4.40 -1.26
H: 0.00 -4.44 0.73
H: 1.13 -2.38 1.49
H: -0.63 -0.23 -1.76
H: -1.77 -2.28 -2.51
H: 3.65 1.81 0.58
H: 5.45 2.34 -1.02
H: 5.42 1.34 -3.28
H: 3.57 -0.17 -3.93
H: 1.76 -0.66 -2.35
H: 1.30 2.82 -1.18
H: -0.45 4.50 -1.62
H: -2.71 4.21 -0.64
H: -3.20 2.26 0.78
O: -0.46 0.46 3.35
S: -0.67 -0.91 4.05
O: -0.54 -0.77 5.48
O: 0.23 -1.88 3.44
O: -2.10 -1.23 3.62

Löwdin atomic charge list, values in e, 6 entries: number 1, Pd, carries 0.730; number 2, Cl, carries 0.664; number 3, C, carries -0.942; number 4, Cl, carries 0.532; number 5, H, carries 0.002; number 6, H, carries 0.027

***

ORCA calculation (ωB97M-V with the def2-TZVPD basis set) on C23H31N9O2PdS as an isolated structure in a non-equilibrium geometry.

Its HOMO-LUMO gap is 6.187 eV. Its charge is +2. For the LUMO energy, the calculation gives -0.2535 Ha. Its energy above the lowest of the compared OMol25 structures with the same formula, charge and spin is 7.7 kcal per mole.

Cartesian coordinates (Å):
Pd: 0.46 -0.08 0.38
N: -0.70 1.42 1.59
C: -0.17 2.73 1.15
C: -0.33 3.86 2.20
C: -1.26 5.00 1.76
C: -0.55 6.02 0.86
N: 0.01 5.40 -0.33
C: -0.50 5.37 -1.55
N: -1.63 6.01 -1.86
N: 0.13 4.65 -2.48
C: 1.31 2.54 0.77
O: 1.92 3.51 0.32
O: 1.84 1.38 0.97
H: -1.72 1.43 1.61
H: -0.39 1.24 2.54
H: -0.67 3.00 0.23
H: 0.64 4.27 2.45
H: -0.72 3.42 3.12
H: -1.61 5.53 2.65
H: -2.14 4.61 1.25
H: 0.28 6.47 1.41
H: -1.23 6.83 0.59
H: 0.80 4.76 -0.16
H: -2.09 6.59 -1.19
H: -1.94 6.06 -2.82
H: 0.95 4.12 -2.24
H: -0.21 4.60 -3.43
C: 5.16 -3.09 -0.96
C: 4.51 -3.83 0.03
C: 3.25 -3.47 0.46
C: 2.63 -2.34 -0.11
C: 3.27 -1.62 -1.12
C: 4.53 -1.99 -1.53
N: 1.34 -1.97 0.21
N: 0.62 -2.80 0.82
C: -0.72 -2.50 0.80
C: -1.67 -3.44 1.19
C: -3.01 -3.14 1.03
C: -3.38 -1.90 0.50
C: -2.39 -1.00 0.16
N: -1.10 -1.29 0.32
H: 6.14 -3.39 -1.29
H: 5.00 -4.69 0.47
H: 2.73 -4.03 1.22
H: 2.72 -0.83 -1.62
H: 5.03 -1.44 -2.32
H: -1.34 -4.39 1.57
H: -3.77 -3.85 1.31
H: -4.42 -1.64 0.36
H: -2.62 -0.03 -0.26
C: 5.60 1.71 -1.16
C: 4.51 1.85 -2.15
C: 4.67 2.31 -3.43
C: 3.51 2.50 -4.21
N: 2.30 2.20 -3.76
C: 2.17 1.66 -2.55
S: 0.61 1.13 -2.04
N: 3.26 1.52 -1.75
C: 3.62 3.07 -5.59
H: 6.54 2.06 -1.56
H: 5.72 0.66 -0.85
H: 5.36 2.29 -0.26
H: 5.64 2.56 -3.81
H: 3.11 1.27 -0.77
H: 4.16 4.02 -5.57
H: 2.64 3.21 -6.03
H: 4.20 2.39 -6.22

Löwdin atomic charge list, values in e, 6 entries: number 1, Pd, carries 0.901; number 2, N, carries 0.043; number 3, C, carries -0.290; number 4, C, carries -0.118; number 5, C, carries -0.157; number 6, C, carries -0.139

***

ORCA calculation (ωB97M-V with the def2-TZVPD basis set) on C3H9NO3 as an isolated structure in a non-equilibrium geometry.

Its HOMO-LUMO gap (alpha / beta) is 8.515 / 8.515 eV. For the LUMO energy (alpha / beta), the calculation gives 0.0185 / 0.0185 Ha. Its energy above the lowest of the compared OMol25 structures with the same formula, charge and spin is 173.8 kcal per mole.

Cartesian coordinates (Å):
C: 0.52 -0.10 -0.47
C: 1.01 1.85 0.19
C: -0.82 -2.42 0.20
N: -0.57 0.65 -0.17
O: -0.59 -1.55 -0.86
O: -1.14 1.13 -1.34
O: 1.42 1.65 1.49
H: -2.08 1.16 -1.12
H: 0.64 1.68 2.07
H: 0.98 -0.07 -1.46
H: 1.03 -0.56 0.37
H: 0.38 2.72 0.04
H: 1.88 1.91 -0.46
H: -0.41 -3.41 -0.02
H: -0.35 -2.10 1.15
H: -1.90 -2.55 0.39

Löwdin atomic charge list, values in e, 6 entries: number 1, C, carries -0.137; number 2, C, carries -0.109; number 3, C, carries -0.252; number 4, N, carries -0.046; number 5, O, carries -0.281; number 6, O, carries -0.030